DFT (ωB97M-V/def2-TZVPD) results for a 2-piece molecular cluster, C9H14 overall in a non-equilibrium geometry.

## Properties
ΔE to the lowest compared entry with this formula, charge and spin in kcal/mol: 13.0
LUMO energy in eV: 1.0
Gap between HOMO and LUMO in eV: 10.0520
HOMO energy in eV: -9.02
E_tot in eV: -9559.6181

The geometry in XYZ format:
```
23
Properties=species:S:1:pos:R:3:forces:R:3
C 1.140614 -3.368411 0.671185 -0.7945 -1.4933 0.0283
C -0.826089 -1.800221 0.442262 -1.4372 -0.4959 -0.2248
C 0.374807 2.822731 -2.190002 -0.4372 -0.6704 -0.2064
C 0.567851 0.194798 1.756981 -0.0766 0.1094 -0.2981
C 1.110042 -1.067840 1.625568 0.1903 -0.3722 -0.8473
C 0.413221 -2.097239 0.960736 1.2966 1.1671 -0.2377
C -0.986663 2.505265 -1.559814 0.2472 0.8150 1.5174
C -0.698956 0.442677 1.239328 -0.2693 0.2162 0.3261
C -1.432533 -0.557058 0.616725 0.7642 0.1215 1.0130
H 2.181966 -3.321916 0.376910 0.2415 0.6009 0.2238
H 1.130875 1.014231 2.192439 0.0184 -0.1670 0.0235
H 2.167307 -1.248257 1.794532 -0.1232 0.0601 0.5868
H -1.790467 3.163444 -1.863609 -0.2756 -0.2549 -0.7739
H -2.481064 -0.372495 0.447619 -0.0476 -0.1113 -0.6879
H 1.064113 -4.069597 1.513280 0.1998 0.2253 0.0570
H 1.152188 2.842133 -1.428835 0.0904 0.1329 -0.0947
H 0.608432 2.006290 -2.874655 0.2630 0.1869 -0.1486
H -1.121737 1.435392 1.332353 -0.0531 -0.0573 0.1176
H -0.960145 2.747433 -0.487682 0.2272 -0.0947 -0.0879
H 0.666715 -3.920415 -0.139863 -0.2211 0.1179 -0.1616
H -1.405822 -2.554386 -0.097321 0.3180 0.0057 0.1726
H 0.368233 3.750343 -2.760273 0.0845 0.0312 0.1370
H -1.242889 1.453097 -1.567864 -0.2057 -0.0731 -0.4342
```
Positions in Å, forces in eV/Å.

Löwdin atomic charge list, values in e, 4 entries:
1 C -0.06
2 C -0.06
3 C -0.16
4 C -0.09